Density functional theory data (the ωB97M-V functional and the def2-TZVPD basis) for a molecular structure, C18H19FN12O3PdSbSe4 in a non-equilibrium geometry.

Geometry as XYZ:
```
59
Properties=species:S:1:pos:R:3:mulliken_spin:R:1
Pd 0.079 -0.250 0.074 0.5229
C 4.413 5.957 -1.547 0.0001
C 3.953 5.633 -0.130 -0.0002
N 2.833 4.705 -0.152 0.0008
C 3.124 3.395 -0.163 0.0010
C 2.213 2.384 -0.223 0.0053
C 2.823 0.982 -0.310 -0.0038
O 4.030 0.897 -0.383 0.0008
O 2.031 -0.014 -0.355 -0.0250
C 0.818 2.690 -0.248 0.0053
O -0.122 1.862 -0.264 -0.0065
C 0.508 4.118 -0.266 0.0028
C -0.826 4.527 -0.304 -0.0033
C -1.158 5.854 -0.316 -0.0004
F -2.474 6.160 -0.285 0.0000
C -0.174 6.862 -0.368 0.0002
C 1.152 6.447 -0.350 -0.0002
C 1.521 5.100 -0.251 0.0015
N -0.473 8.220 -0.514 0.0000
C 0.295 9.230 0.180 0.0000
C 0.531 10.406 -0.785 0.0000
N -0.601 10.454 -1.756 0.0000
C -1.874 10.132 -1.064 0.0000
C -1.853 8.641 -0.705 0.0001
H 5.258 6.638 -1.520 0.0000
H 3.614 6.407 -2.130 0.0000
H 4.727 5.046 -2.050 0.0000
H 3.689 6.535 0.426 0.0000
H 4.766 5.147 0.412 0.0000
H 4.170 3.116 -0.128 -0.0002
H -1.604 3.778 -0.311 -0.0013
H 1.925 7.192 -0.435 0.0000
H 1.249 8.831 0.519 0.0000
H -0.246 9.572 1.071 0.0000
H 1.464 10.284 -1.334 0.0000
H 0.579 11.349 -0.239 0.0000
H -0.451 9.734 -2.474 0.0000
H -0.644 11.368 -2.219 0.0000
H -2.733 10.348 -1.700 0.0000
H -1.942 10.758 -0.174 0.0000
H -2.272 8.051 -1.522 0.0000
H -2.475 8.478 0.186 0.0000
N -2.508 -0.090 2.562 0.0063
C -2.752 -0.095 1.226 0.0109
N -3.896 0.184 0.612 -0.0027
N -3.646 0.078 -0.671 0.0074
N -2.431 -0.263 -0.884 -0.0039
N -1.816 -0.394 0.293 0.0289
C -1.243 -0.008 3.068 0.0072
N -0.922 0.113 4.347 0.0104
N 0.394 0.198 4.362 0.0274
N 0.891 0.134 3.189 0.0090
N -0.108 0.002 2.320 0.2446
H -3.281 0.006 3.204 0.0006
Se 1.576 -5.856 1.603 1.0021
Sb 0.069 -4.839 -0.073 -0.1733
Se 0.719 -5.795 -2.259 1.0111
Se -2.283 -5.363 0.426 0.9685
Se 0.676 -2.328 -0.280 0.3455
```

Its orbital gap (alpha / beta) is 5.2 / 3.9 eV. As for the multiplicity: 5. The calculation puts the HOMO energy (alpha / beta) at -9.37 / -9.33 eV. The net charge is +1. The largest force on an atom comes out at 4.1 eV/Å. The calculation puts the LUMO energy (alpha / beta) at -0.1512 / -0.2007 Ha.